[1]
ORCA calculation (ωB97M-V/def2-TZVPD) on C32H63FN2O14S5 as an isolated structure at a distorted geometry.

```
117
Properties=species:S:1:pos:R:3:mulliken_charge:R:1
C -0.972 3.173 0.117 -0.78
C -0.420 1.771 -0.129 0.15
O -0.994 0.956 -0.939 -0.36
N 0.802 1.498 0.575 1.23
H 1.517 2.229 -0.020 0.09
H 0.794 2.016 1.588 0.01
C 1.405 0.131 0.427 -1.51
H -0.381 3.816 0.623 0.07
H -1.974 2.690 0.740 -0.06
H -1.079 3.553 -0.758 0.81
H 1.662 0.011 -0.604 0.58
H 0.576 -0.560 0.926 -0.30
H 2.252 -0.068 0.873 1.18
C 4.098 2.738 2.943 -0.79
C 3.858 4.227 2.431 0.69
O 4.491 5.199 2.968 -0.57
N 2.603 4.422 1.639 0.24
H 2.290 3.694 0.812 -0.11
H 1.772 3.998 2.140 0.49
C 2.356 5.930 1.286 -0.81
H 3.340 2.230 3.341 0.33
H 4.790 2.534 3.705 0.41
H 4.476 2.372 2.135 -0.03
H 2.158 6.426 2.134 0.40
H 1.508 5.656 0.527 0.26
H 3.275 6.410 0.733 0.28
O 0.785 2.996 2.885 -1.04
H 0.529 2.351 3.442 0.03
O 2.431 3.169 -0.672 -0.76
H 2.520 3.618 -1.472 0.00
F -2.820 4.508 -3.540 -0.35
C -3.530 4.232 -2.361 0.60
C -3.462 5.175 -1.325 -0.53
C -4.052 4.736 -0.184 -0.26
C -4.715 3.599 0.108 -0.72
C -4.799 2.678 -0.946 -0.10
C -4.133 3.020 -2.109 -0.32
H -3.019 6.238 -1.511 0.32
H -4.090 5.381 0.624 0.41
H -5.199 3.282 1.061 0.43
H -5.305 1.647 -0.816 0.21
H -3.917 2.254 -2.840 0.31
C 5.730 -0.031 -2.832 -0.46
C 5.997 0.996 -1.756 -1.22
C 5.125 0.651 -0.629 -0.54
S 5.223 -1.150 -0.596 1.00
O 3.922 -1.712 -0.374 -0.36
O 6.264 -1.554 0.327 -0.79
C 5.821 -1.442 -2.158 -0.72
H 6.239 0.133 -3.726 0.55
H 4.662 0.052 -2.970 0.02
H 5.718 1.846 -2.090 0.62
H 7.154 1.102 -1.617 0.24
H 4.192 0.976 -0.774 0.42
H 5.601 1.044 0.151 0.45
H 5.441 -2.341 -2.683 0.44
H 6.958 -1.441 -2.028 0.32
C -4.622 -0.948 3.573 -0.55
C -4.405 0.551 3.245 -0.57
C -3.178 1.041 3.633 -0.70
S -2.062 -0.212 3.457 1.38
O -1.110 -0.195 4.530 -0.87
O -1.630 -0.446 2.083 -0.44
C -3.194 -1.481 3.847 -0.50
H -5.049 -1.298 2.630 0.13
H -5.237 -1.147 4.496 0.32
H -5.350 1.083 3.566 0.45
H -4.496 0.686 2.256 0.13
H -3.305 1.385 4.635 0.40
H -2.903 2.028 3.086 0.34
H -2.648 -2.033 4.856 0.35
H -3.091 -2.409 3.135 0.19
C 0.323 -0.835 -3.714 0.33
C 1.754 -1.331 -3.769 0.26
C 1.943 -2.558 -4.440 -0.64
S 0.522 -2.807 -5.393 1.23
O -0.367 -3.785 -4.703 -0.65
O 0.815 -2.948 -6.798 -0.72
C -0.155 -1.225 -5.140 -0.69
H 0.230 0.367 -3.390 0.03
H -0.177 -1.413 -2.791 -0.21
H 2.186 -1.408 -2.659 -0.51
H 2.380 -0.605 -4.241 0.23
H 2.022 -3.384 -3.577 0.27
H 2.792 -2.672 -5.159 0.33
H -1.262 -1.409 -5.170 0.35
H 0.402 -0.594 -5.907 0.35
C -0.009 -3.669 1.537 -0.01
C 0.164 -3.498 3.135 0.27
C 1.192 -4.248 3.594 -1.67
S 2.546 -4.066 2.347 1.06
O 3.374 -5.179 2.176 -0.73
O 3.131 -2.831 2.489 -0.50
C 1.436 -4.064 0.931 -0.17
H -0.631 -2.688 1.229 -0.54
H -0.399 -4.551 1.321 0.88
H -0.659 -4.021 3.806 0.12
H 0.076 -2.321 3.299 -0.15
H 1.078 -5.397 3.627 0.31
H 1.460 -3.976 4.408 1.00
H 1.500 -5.248 0.270 0.27
H 1.925 -3.310 0.298 -0.21
C -4.855 -3.726 -0.263 -0.75
C -4.953 -3.687 -1.780 -1.05
C -3.926 -3.006 -2.409 -0.70
S -3.178 -1.903 -1.243 1.26
O -3.479 -0.591 -1.571 -0.64
O -1.819 -2.392 -0.871 -0.52
C -4.154 -2.370 0.123 0.44
H -4.225 -4.590 0.008 0.36
H -5.776 -3.785 0.289 0.40
H -5.635 -3.203 -2.144 0.54
H -5.196 -4.619 -2.431 0.34
H -4.035 -2.540 -3.428 0.51
H -3.103 -3.753 -2.765 0.21
H -5.048 -1.530 0.191 0.11
H -3.402 -2.305 0.848 -0.62
```

Results
M	879.189	g mol⁻¹
HOMO	-9.28	eV
energy above the lowest of the compared OMol25 structures with the same formula, charge and spin	375.1	kJ/mol



[2]
ORCA calculation (ωB97M-V/def2-TZVPD) on a 10-piece molecular cluster, C32H64Cl8O18 overall at a distorted geometry.

```
122
Properties=species:S:1:pos:R:3:mulliken_charge:R:1
C 3.677 -6.643 0.673 -1.21
C 2.779 -5.432 0.473 -0.15
O 2.367 -5.513 -0.919 -0.27
C 2.107 -4.315 -1.465 0.73
O 2.159 -3.268 -0.859 -0.68
O 1.787 -4.423 -2.714 0.06
C 1.828 -5.733 -3.382 -0.83
H 3.341 -7.473 0.019 0.28
H 3.700 -6.985 1.707 0.37
H 4.684 -6.465 0.331 0.34
H 3.240 -4.481 0.634 0.36
H 1.899 -5.525 1.160 0.17
H 1.437 -5.592 -4.402 0.20
H 1.209 -6.442 -2.879 0.32
H 2.851 -6.089 -3.396 0.35
C 3.668 -1.331 -7.418 -1.24
C 3.095 -1.953 -6.149 -0.08
O 3.263 -1.030 -5.017 -0.18
C 4.428 -1.256 -4.363 0.69
O 5.244 -2.090 -4.683 -0.60
O 4.566 -0.437 -3.300 -0.38
C 3.288 0.004 -2.751 0.00
H 3.069 -0.425 -7.609 0.29
H 3.527 -2.050 -8.251 0.37
H 4.741 -1.038 -7.392 0.31
H 3.619 -2.868 -5.899 0.39
H 2.007 -2.094 -6.346 0.14
H 3.550 0.537 -1.859 -0.04
H 2.728 -0.891 -2.524 0.08
H 2.762 0.633 -3.449 0.32
C 1.207 1.787 3.094 -1.21
C 0.060 1.204 3.932 0.36
O 0.420 1.455 5.303 -0.33
C -0.274 0.926 6.286 0.67
O -0.047 1.093 7.454 -0.64
O -1.359 0.196 5.836 -0.11
C -2.172 -0.536 6.785 -0.89
H 1.184 2.863 3.007 0.33
H 1.187 1.415 2.070 0.14
H 2.222 1.520 3.351 0.43
H -0.082 0.162 3.680 0.18
H -0.859 1.693 3.650 0.08
H -1.668 -1.458 7.035 0.30
H -3.071 -0.772 6.230 0.27
H -2.335 0.005 7.670 0.38
C -1.160 -4.711 -0.616 -0.97
C -1.782 -4.423 -1.919 -0.24
O -2.706 -3.336 -1.744 0.34
C -3.324 -2.908 -2.811 0.36
O -3.171 -3.326 -3.946 -0.69
O -4.235 -1.974 -2.514 -0.16
C -5.188 -1.742 -3.585 -0.79
H -0.454 -5.569 -0.714 0.32
H -1.862 -5.031 0.154 0.33
H -0.625 -3.819 -0.215 0.08
H -2.302 -5.357 -2.155 0.18
H -1.077 -4.259 -2.725 0.30
H -5.544 -2.679 -3.910 0.37
H -4.819 -1.127 -4.389 0.23
H -5.975 -1.177 -3.043 0.25
C -2.662 4.981 7.722 -1.11
C -2.579 3.510 8.096 -0.09
O -3.496 2.641 7.305 -0.40
C -3.105 2.484 6.073 0.94
O -2.076 3.006 5.599 -0.60
O -4.048 1.866 5.326 -0.44
C -3.758 1.602 3.933 -0.50
H -3.620 5.482 7.696 0.31
H -2.142 5.042 6.768 0.31
H -1.943 5.423 8.413 0.37
H -2.996 3.175 9.050 0.35
H -1.568 3.141 8.039 0.18
H -4.731 1.236 3.585 0.24
H -3.027 0.771 3.882 0.17
H -3.460 2.502 3.401 0.31
C 2.334 8.878 -2.329 -1.32
C 2.381 7.612 -1.539 -0.13
O 1.013 7.170 -1.318 -0.31
C 0.919 6.021 -0.657 0.80
O 1.841 5.396 -0.119 -0.62
O -0.318 5.596 -0.673 -0.39
C -0.602 4.421 0.148 -0.44
H 3.368 9.155 -2.459 0.39
H 1.753 9.583 -1.754 0.32
H 1.860 8.695 -3.289 0.33
H 2.908 7.764 -0.619 0.31
H 2.918 6.812 -2.011 0.32
H 0.205 4.162 0.812 0.28
H -0.827 3.575 -0.497 0.17
H -1.511 4.636 0.682 0.26
Cl 5.642 2.773 -0.908 -0.24
C 4.059 3.376 -0.169 0.11
C 4.369 4.127 1.089 -0.36
Cl 4.850 3.101 2.368 -0.18
H 3.408 2.520 0.026 0.00
H 3.579 4.027 -0.897 0.15
H 3.470 4.687 1.422 0.12
H 5.106 4.893 0.926 0.46
Cl 0.184 -2.082 -4.039 0.07
C -0.967 -1.285 -5.117 -0.76
C -1.237 0.153 -4.849 -0.50
Cl -2.042 0.430 -3.287 -0.14
H -1.846 -1.874 -5.042 0.17
H -0.614 -1.384 -6.113 0.48
H -1.787 0.597 -5.667 0.46
H -0.269 0.630 -4.731 0.24
Cl -4.067 -3.250 3.145 -0.21
C -4.153 -2.841 1.347 0.37
C -5.033 -3.821 0.569 -0.23
Cl -4.591 -5.483 0.384 -0.19
H -3.144 -2.847 0.991 -0.53
H -4.636 -1.859 1.214 0.38
H -5.225 -3.426 -0.409 -0.02
H -5.989 -3.816 1.090 0.48
Cl -1.396 -0.865 1.722 -0.31
C -1.348 -0.478 -0.030 0.64
C 0.077 -0.460 -0.565 0.26
Cl 0.759 1.188 -0.746 -0.14
H -1.834 0.494 -0.168 0.53
H -1.928 -1.230 -0.582 -0.78
H 0.050 -0.807 -1.598 -0.81
H 0.714 -0.974 0.138 0.54
```

Results
M	1020.470	g mol⁻¹
SMILES	CCOC(=O)OC.CCOC(=O)OC.CCOC(=O)OC.CCOC(=O)OC.CCOC(=O)OC.CCOC(=O)OC.ClCCCl.ClCCCl.ClCCCl.ClCCCl
HOMO	-10.12	eV
energy above the lowest of the compared OMol25 structures with the same formula, charge and spin	28.0	kJ/mol